Computed, not measured: the molecule C42H40N2O6S2 at a distorted geometry, with ωB97M-V/def2-TZVPD.

XYZ file:
```
92
Properties=species:S:1:pos:R:3:forces:R:3
C -5.1600 -1.0846 -1.7192 -0.044 0.084 0.178
N -3.8864 -0.4702 -2.0064 0.170 -0.060 -0.525
C -3.6025 -0.0400 -3.2768 -0.707 0.223 0.195
O -4.4155 0.0893 -4.1928 1.135 -0.398 0.947
C -2.1238 0.3262 -3.2897 0.198 -0.522 -0.262
C -1.9187 1.6727 -3.9856 -0.051 -0.014 -0.104
C -2.4912 2.8248 -3.1990 0.095 0.362 -0.122
C -3.8680 3.0824 -3.1980 0.054 -0.051 0.238
C -4.3919 4.0809 -2.3749 0.243 -0.001 0.003
C -3.5385 4.8591 -1.5848 0.126 -0.186 -0.126
C -2.1562 4.6474 -1.6400 -0.098 -0.023 -0.145
C -1.6347 3.6489 -2.4637 -0.322 -0.140 0.192
N -1.7543 0.2474 -1.8826 -0.275 0.074 0.243
C -0.4563 0.4177 -1.4750 0.198 0.108 0.840
C 0.0631 0.1060 -0.2617 -0.160 0.415 0.047
C 1.5630 0.1427 -0.0573 -0.089 0.407 -0.795
C 2.2492 -1.2031 -0.2587 0.188 -0.070 -0.132
C 3.5639 -1.2319 -0.7508 -0.239 -0.444 0.063
C 4.3398 -2.3769 -0.6204 -0.244 0.221 -0.210
C 3.7782 -3.5334 -0.0733 -0.280 -0.301 0.065
C 2.4363 -3.5470 0.3186 -0.218 0.547 -0.110
C 1.6739 -2.3628 0.2316 0.264 -0.557 0.088
C -2.7034 -0.6178 -1.1534 -0.290 0.768 -0.514
C -2.2660 -2.0390 -1.0097 -0.029 -1.099 -0.675
C -2.4940 -2.9911 -1.9447 0.019 1.111 0.800
C -1.9957 -4.3590 -1.8709 0.470 -1.272 0.088
C -2.3604 -5.3150 -2.8536 0.200 0.508 0.577
C -1.8705 -6.6187 -2.7962 0.206 -0.010 0.337
C -0.9915 -6.9970 -1.7691 -0.180 0.351 -0.110
C -0.6115 -6.0631 -0.7962 -0.292 0.157 -0.148
C -1.1190 -4.7638 -0.8354 -0.210 -0.160 -0.430
H -5.8248 -0.8450 -2.5511 0.052 -0.038 0.160
H -5.0622 -2.1697 -1.6284 -0.065 0.053 0.031
H -5.5660 -0.6797 -0.7905 -0.068 -0.052 -0.021
H -1.5770 -0.4734 -3.8358 -0.309 0.363 -0.132
H -0.8506 1.8191 -4.1734 -0.131 0.085 -0.029
H -2.4346 1.5838 -4.9519 0.226 -0.007 0.140
H -4.5236 2.4737 -3.8268 0.185 0.227 0.271
H -5.4705 4.2395 -2.3460 0.289 0.041 -0.029
H -3.9491 5.6340 -0.9367 0.121 -0.202 -0.162
H -1.4727 5.2506 -1.0437 -0.218 -0.072 -0.117
H -0.5567 3.4773 -2.5278 -0.304 0.110 0.156
H 0.1645 0.9448 -2.2062 -0.015 -0.487 0.060
H -0.5715 -0.1770 0.5805 0.112 -0.251 -0.561
H 1.9271 0.8547 -0.8066 0.267 -0.174 -0.180
H 3.9835 -0.3314 -1.1838 0.022 -0.040 0.085
H 5.3812 -2.3346 -0.9436 -0.284 -0.230 0.062
H 4.3826 -4.4383 0.0231 -0.193 0.277 0.002
H 1.9576 -4.4431 0.7253 0.352 0.249 -0.173
H 0.6378 -2.3265 0.5915 0.515 -0.126 -0.104
H -2.8656 -0.2040 -0.1444 -0.187 0.110 -0.314
H -1.7379 -2.2625 -0.0809 -0.035 -0.041 -0.374
H -3.0997 -2.7402 -2.8233 0.262 -0.040 0.213
H -3.0414 -5.0074 -3.6515 0.217 -0.144 0.202
H -2.1762 -7.3487 -3.5477 0.115 0.228 0.209
H -0.6052 -8.0143 -1.7239 -0.092 0.233 -0.048
H 0.0752 -6.3418 0.0062 -0.222 0.014 -0.277
H -0.8317 -4.0475 -0.0608 -0.017 -0.340 -0.332
C 4.3061 -0.2914 2.2331 0.039 0.076 -0.405
O 3.5733 0.4255 1.1879 -0.156 -0.154 0.721
C 2.2080 0.7109 1.2147 0.601 1.243 1.545
S 2.3606 2.6784 1.2969 -0.350 0.078 -0.517
C 3.8051 3.0910 2.3048 0.155 -0.098 0.158
C 3.6228 3.5859 3.5969 -0.076 -0.078 -0.098
C 4.7307 3.8890 4.3913 -0.243 0.034 -0.296
C 6.0186 3.7024 3.8898 -0.131 -0.043 -0.187
C 6.1971 3.2394 2.5837 -0.224 0.095 -0.296
C 5.0896 2.9627 1.7725 0.008 -0.147 0.059
O 2.7165 3.0306 -0.0657 -0.249 -0.204 0.455
O 1.1938 3.2639 1.9325 0.536 -0.343 -0.415
S 1.5157 0.2429 2.8960 -0.073 -0.991 1.513
C -0.2092 0.6102 3.1760 -0.083 0.068 -0.036
C -0.5761 1.8277 3.7422 -0.037 0.025 -0.327
C -1.9278 2.1626 3.7966 0.094 -0.179 0.128
C -2.8886 1.2656 3.3293 0.064 0.049 -0.222
C -2.5081 0.0057 2.8566 0.215 -0.081 0.368
C -1.1636 -0.3636 2.8701 -0.049 0.318 -0.510
O 1.5799 -1.2107 3.0074 0.149 0.919 -0.355
O 2.2808 1.0756 3.8132 -0.492 -0.512 -0.530
H 5.2828 -0.4774 1.7658 -0.323 0.105 0.227
H 4.3930 0.3602 3.1072 0.122 -0.278 -0.135
H 3.8290 -1.2487 2.4928 0.139 0.445 -0.203
H 2.6081 3.7374 3.9589 0.268 -0.116 0.003
H 4.5630 4.2835 5.3926 0.139 -0.112 -0.230
H 6.8849 3.9472 4.5025 -0.190 -0.112 -0.112
H 7.1983 3.1147 2.1637 -0.317 0.077 0.212
H 5.2092 2.6456 0.7342 -0.004 0.034 0.393
H 0.1940 2.4938 4.1191 -0.174 -0.020 -0.294
H -2.2086 3.1414 4.1806 -0.047 -0.277 -0.014
H -3.9420 1.5481 3.3316 0.286 -0.064 -0.029
H -3.2414 -0.7020 2.4739 0.025 0.125 0.310
H -0.8453 -1.3714 2.5994 -0.056 0.348 -0.109
```
Positions in Å, forces in eV/Å.

Calculated values
2S+1: 1

=====

Computed, not measured: a structure of composition C42H41BiN6O4PS, with ωB97M-V/def2-TZVPD.

XYZ file:
```
96
Properties=species:S:1:pos:R:3:forces:R:3
Bi 0.8782 0.8907 0.5690 -0.024 -0.020 0.064
O -2.0017 1.1100 3.5364 -0.047 0.160 0.172
C -0.8467 1.0628 3.1398 0.274 0.105 -0.090
N -0.2979 1.8489 2.1682 -0.047 -0.036 0.087
C -0.6758 3.1856 1.9358 0.031 -0.080 0.091
C -1.6040 3.8754 2.7136 -0.015 -0.056 -0.020
C -1.8354 5.2219 2.4934 0.046 0.041 -0.057
C -1.1447 5.8858 1.4918 -0.100 -0.031 0.029
C -0.2188 5.2134 0.7092 0.036 -0.045 0.020
C 0.0321 3.8546 0.9185 0.122 -0.048 0.009
N 0.9527 3.0646 0.1618 -0.138 0.072 -0.050
C 1.7343 3.6160 -0.8134 0.022 -0.037 0.082
O 1.8675 4.7991 -1.0616 0.009 0.082 0.031
C 2.4995 2.6442 -1.6815 -0.126 -0.104 0.085
C 3.4071 3.1400 -2.6023 -0.003 0.044 -0.063
C 4.0612 2.2439 -3.4273 0.007 0.009 -0.008
C 3.7885 0.8887 -3.3037 0.020 -0.057 -0.029
C 2.8771 0.4751 -2.3502 -0.098 0.138 0.081
N 2.2391 1.3449 -1.5584 0.179 -0.023 -0.027
C 0.1300 0.1126 3.7980 -0.120 -0.072 -0.171
C -0.2441 -0.5142 4.9747 -0.012 -0.006 0.059
C 0.6835 -1.3139 5.6194 -0.017 -0.019 0.004
C 1.9366 -1.4733 5.0511 0.003 -0.012 -0.027
C 2.2053 -0.8334 3.8515 -0.010 -0.086 -0.049
N 1.3272 -0.0467 3.2338 0.019 -0.003 0.051
H -2.1444 3.3492 3.4845 0.006 -0.001 -0.011
H -2.5543 5.7468 3.1085 0.007 0.002 -0.009
H -1.3190 6.9382 1.3116 -0.003 -0.006 -0.002
H 0.3222 5.7438 -0.0527 0.017 0.000 -0.007
H 3.5652 4.2070 -2.6542 -0.002 -0.004 0.009
H 4.7746 2.5966 -4.1606 0.000 -0.010 0.001
H 4.2775 0.1594 -3.9347 -0.006 -0.003 0.008
H 2.6223 -0.5650 -2.2076 -0.049 -0.097 -0.002
H -1.2382 -0.3547 5.3667 0.010 0.006 -0.016
H 0.4329 -1.8061 6.5498 0.003 0.004 -0.005
H 2.6945 -2.0846 5.5211 -0.002 0.006 -0.010
H 3.1648 -0.9615 3.3659 -0.006 0.012 0.038
C 4.0858 -1.0689 0.8240 -0.034 0.038 -0.047
O 2.8209 -1.5672 0.4293 -0.056 -0.050 -0.119
C 2.9578 -2.7020 -0.4118 0.075 -0.068 0.057
C 1.6202 -3.1822 -0.9107 -0.037 0.095 -0.030
O 1.0153 -2.2117 -1.7551 0.106 0.095 -0.065
C 0.5155 -2.7697 -2.9604 0.009 0.044 0.020
H 4.6500 -1.8197 1.3861 -0.002 -0.008 0.012
H 3.9183 -0.1995 1.4603 0.009 0.011 -0.032
H 4.6776 -0.7642 -0.0459 0.006 0.002 0.000
H 3.4359 -3.5185 0.1444 0.028 -0.001 0.016
H 3.6064 -2.4545 -1.2628 0.005 -0.004 -0.005
H 0.9530 -3.4029 -0.0756 -0.010 -0.011 -0.009
H 1.7916 -4.1115 -1.4626 0.003 -0.022 0.022
H -0.1995 -3.5709 -2.7613 -0.036 -0.019 0.013
H 1.3318 -3.1660 -3.5734 -0.008 0.007 -0.010
H 0.0034 -1.9793 -3.5068 -0.001 0.024 0.015
C -2.7880 1.9329 -0.1968 0.020 0.050 -0.011
P -1.4026 1.1274 -1.0487 -0.086 0.099 -0.236
C -2.1681 -0.3287 -1.8102 0.083 0.048 0.043
C -2.0501 -1.5607 -1.1766 0.041 0.027 0.042
C -2.7514 -2.6590 -1.6544 0.029 -0.014 0.018
C -3.5563 -2.5302 -2.7757 0.002 0.025 -0.024
C -3.6664 -1.3029 -3.4203 0.011 0.010 -0.005
C -2.9800 -0.1996 -2.9387 0.002 -0.033 0.023
C -0.9277 2.2348 -2.3991 0.043 -0.140 -0.012
C -0.2464 1.7060 -3.4983 -0.057 -0.009 -0.018
C 0.1963 2.5405 -4.5099 -0.018 -0.001 0.011
C -0.0260 3.9106 -4.4253 0.032 -0.006 0.011
C -0.6875 4.4418 -3.3296 -0.029 -0.013 0.019
C -1.1412 3.6075 -2.3163 0.009 0.013 0.033
H -3.5257 2.2079 -0.9522 -0.042 -0.002 0.023
H -2.4742 2.8115 0.3671 -0.037 -0.075 -0.102
H -3.2243 1.2076 0.4881 -0.003 -0.046 0.069
H -1.4116 -1.6617 -0.3079 -0.020 -0.041 0.045
H -2.6650 -3.6140 -1.1505 0.006 0.011 0.011
H -4.0998 -3.3866 -3.1535 -0.003 0.007 0.007
H -4.2950 -1.2035 -4.2954 0.005 -0.004 0.005
H -3.0782 0.7565 -3.4378 0.012 0.015 -0.004
H -0.0718 0.6378 -3.5630 0.001 -0.006 -0.004
H 0.7131 2.1243 -5.3650 0.001 0.000 0.001
H 0.3229 4.5649 -5.2134 -0.001 -0.005 -0.001
H -0.8476 5.5091 -3.2556 0.003 -0.007 0.008
H -1.6339 4.0375 -1.4525 -0.021 -0.002 -0.049
N -3.4895 -0.9671 2.2221 -0.032 -0.218 -0.137
C -2.7631 -2.1237 2.1738 -0.227 0.136 0.109
N -1.4719 -2.1573 2.1381 0.192 0.024 0.214
C -1.0246 -3.4751 2.1876 -0.015 0.088 -0.175
C 0.3070 -3.8751 2.2515 0.035 0.015 -0.049
C 0.6065 -5.2264 2.2598 0.001 -0.018 0.033
C -0.4031 -6.1896 2.2088 -0.012 0.023 -0.009
C -1.7342 -5.8097 2.1581 0.019 0.049 0.009
C -2.0272 -4.4522 2.1570 -0.042 -0.086 0.046
S -3.5852 -3.6763 2.1658 -0.007 0.021 -0.062
H -3.0444 -0.2103 2.7344 0.023 0.072 -0.047
H -4.4730 -1.0679 2.4150 0.007 -0.010 -0.012
H 1.0874 -3.1247 2.2727 0.014 0.038 0.062
H 1.6407 -5.5439 2.3089 -0.008 0.000 0.011
H -0.1478 -7.2405 2.2205 0.005 0.006 -0.005
H -2.5239 -6.5491 2.1339 0.017 -0.005 0.003
```
Positions in Å, forces in eV/Å.

Calculated values
net charge: +1
relative energy (zero: lowest compared OMol25 entry of this formula, charge and spin): 3.9 kcal per mole
2S+1: 1

=====

Which HOMO level belongs to each record? In order, -0.294; -0.368 Eh.